Record 1
{
  "formula": "C18H11Co2NO6",
  "method": "wB97M-V/def2-TZVPD",
  "relative_energy_kcal_mol": 0.00,
  "total_charge": -2,
  "orbital_gap_ev": 5.170,
  "symbols": ["H", "H", "C", "H", "C", "C", "H", "C", "C", "O", "C", "O", "C", "C", "O", "H", "C", "O", "H", "C", "O", "C", "Co", "C", "C", "N", "C", "C", "C", "C", "H", "H", "Co", "H", "H", "H", "C", "O"],
  "xyz": [[5.30151, 1.68190, 2.17020], [2.43574, 1.90947, 5.42051], [1.95707, -1.37535, 0.61134], [3.79444, 0.17171, 0.93731], [-0.85010, -0.37717, 0.19845], [4.32752, 1.42800, 2.59794], [0.63063, -1.46170, 3.69583], [-2.11513, 2.71528, -1.68853], [-2.59176, 1.26873, -3.90995], [-2.21440, 3.84078, -1.44236], [2.22925, 0.16179, 2.45776], [-0.43994, -1.78221, -4.49471], [-2.86336, -0.37317, -1.49878], [-3.73678, -2.45682, -2.95029], [0.93842, 0.98810, -2.69584], [0.89138, -2.75209, 2.47054], [-1.44784, -1.44043, -4.03070], [-2.76603, 1.93811, -4.84671], [0.92941, 0.37866, 4.20244], [1.41256, -0.84710, 1.79529], [-4.77833, -0.90419, -5.76522], [3.46596, 0.58072, 1.89740], [-1.93345, 0.99862, -2.18762], [3.95520, 1.92532, 3.85605], [1.87176, 0.69207, 3.73818], [2.34520, -1.80309, -0.41597], [2.72753, 1.54899, 4.42431], [-0.20261, 0.98293, -2.50176], [0.54140, -1.72291, 2.63726], [-1.68806, -0.13310, -0.82584], [0.07091, 0.20050, 0.25131], [-1.15866, -1.08390, 0.96100], [-3.03283, -0.91585, -3.42428], [4.62264, 2.59242, 4.40298], [-0.52713, -1.71251, 2.39581], [-3.80043, -0.49000, -0.93641], [-4.09446, -0.89936, -4.83200], [-4.20722, -3.47315, -2.67492]],
  "forces_ev_per_a": [[-0.290, -0.006, 0.099], [0.167, -0.058, -0.420], [0.016, -0.639, -1.201], [-0.244, 0.116, 0.314], [-1.353, 0.786, -1.497], [-0.799, -0.321, -0.083], [0.097, -0.279, -0.106], [-1.016, 0.149, 0.311], [0.120, 0.722, 0.791], [0.369, -0.829, -0.189], [-0.849, -1.051, -0.458], [-1.714, 0.487, 0.712], [-2.276, -1.547, 1.457], [-0.244, 0.285, 0.999], [-1.677, -0.010, 0.398], [-0.289, -0.089, 0.380], [2.591, -0.629, -0.855], [-0.077, -0.679, 0.051], [0.398, 0.287, -0.215], [2.011, 0.896, 1.047], [0.402, -0.289, 0.350], [0.826, 0.586, 0.309], [0.485, 3.850, -4.274], [0.157, 0.222, 0.394], [0.244, 0.091, 0.087], [-0.306, 0.510, 1.427], [0.018, -0.195, -0.407], [2.362, 0.000, -0.646], [-0.032, -0.494, -0.185], [1.269, -2.132, 2.683], [-0.549, -0.202, 0.421], [0.418, -0.026, -0.443], [-0.118, -1.166, -0.403], [-0.101, -0.126, -0.100], [0.101, 0.003, 0.192], [0.187, 0.311, -0.266], [-0.625, 1.112, -0.336], [0.318, 0.356, -0.337]]
}

***

Record 2
{
  "formula": "C18H12Cl2FN3O4",
  "method": "wB97M-V/def2-TZVPD",
  "smiles": "O=[N+]([O-])c1ccc(C(F)c2ccc([N+](=O)[O-])cc2)cc1.Clc1cccc(Cl)n1",
  "relative_energy_kcal_mol": 23.29,
  "orbital_gap_ev": 8.212,
  "symbols": ["O", "O", "N", "C", "H", "Cl", "C", "C", "C", "H", "H", "C", "C", "F", "H", "Cl", "C", "C", "H", "H", "C", "C", "O", "C", "H", "C", "O", "C", "C", "H", "C", "C", "N", "C", "H", "H", "C", "H", "N", "H"],
  "xyz": [[-1.97687, -6.73636, 6.84325], [6.35216, 2.44347, 6.20862], [6.01733, 1.26772, 5.92423], [-1.18305, -4.09818, 7.63225], [-0.59824, -2.47235, 8.96743], [-4.23519, 0.93474, 6.41368], [-2.32008, 4.17898, 6.14084], [3.78947, 1.51307, 7.03824], [0.72990, -0.74392, 7.09823], [4.01329, 2.55160, 7.25851], [2.96878, -2.17532, 6.09381], [-2.99009, 4.97320, 5.17577], [-1.05945, -4.66445, 6.34411], [0.25950, -0.08420, 5.94039], [1.83821, 1.53734, 7.98319], [-0.62081, 4.38181, 6.41480], [-4.28241, 4.58621, 4.80223], [2.57745, 0.94738, 7.43756], [-1.75004, -4.65673, 8.38602], [-4.89944, 5.22181, 4.15536], [-3.94839, 2.61997, 6.14509], [0.14666, -2.15207, 6.95367], [-1.33278, -6.36311, 4.81238], [2.21529, -0.37241, 7.05690], [0.27679, -0.24877, 7.96618], [-4.71307, 3.32113, 5.18493], [6.76904, 0.54488, 5.22222], [-0.54987, -3.84355, 5.31687], [4.35862, -0.54279, 5.91244], [-2.46599, 5.78067, 4.71016], [-0.55719, -2.88105, 7.94597], [4.75349, 0.73398, 6.36212], [-2.91758, 3.17448, 6.80194], [3.16521, -1.13443, 6.34673], [5.04561, -1.02665, 5.23179], [-5.54456, 2.81929, 4.72458], [0.12198, -2.67707, 5.64740], [0.57743, -2.10687, 4.82515], [-1.47115, -5.97808, 5.99394], [-0.63772, -4.18693, 4.28707]],
  "forces_ev_per_a": [[0.939, 1.760, -0.631], [-1.379, -2.352, -0.066], [3.177, 1.474, -1.538], [0.293, -0.870, 0.004], [-0.187, -0.330, -0.544], [-0.287, 0.235, 0.346], [-1.580, 0.114, -0.290], [0.742, -0.264, 0.427], [-0.159, 0.157, 0.245], [0.031, -0.163, 0.131], [-0.121, 0.316, -0.191], [0.208, -0.987, 0.900], [0.507, 2.959, 0.184], [-0.196, 0.330, 0.318], [0.288, 0.021, -0.258], [-0.264, 0.335, 0.298], [0.447, -0.045, 0.061], [-0.309, -0.670, -0.590], [0.444, 0.230, -0.219], [0.416, -0.410, 0.111], [0.058, 1.535, -0.178], [-0.063, -1.010, -0.334], [0.108, 1.156, 1.789], [0.987, -0.046, -0.340], [-0.039, -0.074, -0.162], [0.595, -0.573, 0.731], [-1.859, 0.995, 1.540], [0.419, -0.893, 0.506], [0.664, 0.308, 0.785], [0.040, 0.440, -0.067], [0.377, 0.584, -0.390], [-2.646, -0.658, -0.256], [0.719, -0.781, -1.905], [-0.118, 0.640, -0.038], [-0.055, -0.381, 0.224], [-0.310, 0.097, 0.009], [-0.135, 0.486, -0.405], [-0.297, -0.233, 0.510], [-1.732, -3.514, -1.030], [0.278, 0.080, 0.312]]
}

***

Record 3
{
  "formula": "C18H12Cl7N3OSZr",
  "method": "wB97M-V/def2-TZVPD",
  "relative_energy_kcal_mol": 27.26,
  "total_charge": 2,
  "orbital_gap_ev": 6.846,
  "symbols": ["N", "C", "H", "C", "C", "H", "Cl", "C", "H", "C", "H", "C", "H", "C", "H", "C", "C", "Cl", "C", "N", "Cl", "Cl", "C", "H", "Cl", "C", "H", "C", "S", "Cl", "C", "O", "C", "Zr", "C", "H", "C", "H", "H", "Cl", "N", "H", "C"],
  "xyz": [[-1.96098, 1.15556, 1.04653], [-2.53117, 2.33724, 0.80143], [-4.90224, 2.44400, 3.18079], [-1.57841, -0.68364, 2.57079], [-3.19759, -1.07502, 4.34764], [4.03107, -0.28001, 3.22930], [4.50368, 1.37024, -1.85193], [0.59077, -0.38249, -3.04531], [1.61897, 1.04447, 5.38920], [3.42103, -0.96770, 3.81143], [1.29810, 2.52101, 4.47539], [3.00458, 0.68562, -2.30815], [0.13005, 1.26261, 3.03410], [-4.05819, 2.10163, 2.59714], [3.93855, -1.91903, 3.88402], [2.84903, 0.11344, -3.58079], [-3.56690, 2.86329, 1.56590], [-1.03148, -0.95642, -3.46282], [-3.88308, 0.05460, 4.00997], [0.94013, 0.78818, 3.40092], [2.06046, 1.47078, 0.11801], [-1.14566, -2.77210, 4.22108], [1.71339, 1.51970, 4.41515], [2.75714, 1.60148, 4.12855], [1.37700, -1.07942, -5.52813], [1.92195, 0.68950, -1.43528], [-3.52643, -1.69449, 5.16996], [-3.44975, 0.87483, 2.92410], [-0.05713, -1.09534, 1.75597], [4.16008, 0.08656, -4.66881], [-2.02360, -1.42016, 3.65006], [-1.67322, -1.65667, -0.36358], [-2.33593, 0.44865, 2.16455], [-1.26693, -0.02333, -0.78850], [0.70165, 0.12958, -1.76907], [-3.98555, 3.82828, 1.32118], [1.12812, -0.41887, 2.91530], [2.03729, -2.14079, 2.72169], [3.26331, -0.58735, 4.81491], [-5.26794, 0.49810, 4.90623], [2.14311, -1.22160, 3.12957], [-2.15663, 2.88711, -0.05862], [1.61600, -0.41885, -3.97535]],
  "forces_ev_per_a": [[-0.119, 0.222, 0.124], [-0.061, -0.153, -0.022], [0.001, 0.001, 0.000], [0.064, -0.002, 0.140], [-0.013, 0.017, 0.002], [-0.002, 0.015, 0.008], [-0.008, 0.002, 0.005], [-0.040, 0.033, 0.057], [0.011, -0.009, -0.004], [0.033, 0.014, -0.029], [-0.010, -0.005, 0.008], [-0.005, -0.007, -0.002], [0.004, 0.007, 0.006], [0.018, 0.017, -0.034], [0.003, 0.003, -0.011], [0.025, -0.004, -0.018], [-0.016, 0.003, 0.034], [-0.075, 0.197, 0.180], [0.034, -0.015, 0.005], [0.046, -0.035, 0.023], [-0.004, -0.035, 0.114], [0.011, -0.007, 0.009], [-0.001, 0.002, 0.016], [0.000, 0.011, 0.006], [-0.001, -0.003, -0.007], [0.035, -0.057, -0.125], [-0.004, 0.007, 0.005], [0.036, -0.049, -0.009], [-0.205, -0.098, -0.239], [-0.013, 0.002, 0.012], [0.008, 0.047, -0.053], [0.119, 0.543, -0.012], [-0.032, 0.117, 0.045], [-0.326, -0.889, -0.182], [0.534, 0.038, -0.052], [-0.005, -0.004, -0.006], [-0.014, 0.128, -0.056], [0.006, 0.001, 0.017], [0.001, -0.011, 0.007], [-0.018, -0.002, 0.014], [0.011, -0.031, 0.026], [-0.028, -0.013, -0.020], [-0.002, 0.002, 0.014]]
}

***

Please write out number 1 again, unchanged.
{
  "formula": "C18H11Co2NO6",
  "method": "wB97M-V/def2-TZVPD",
  "relative_energy_kcal_mol": 0.00,
  "total_charge": -2,
  "orbital_gap_ev": 5.170,
  "symbols": ["H", "H", "C", "H", "C", "C", "H", "C", "C", "O", "C", "O", "C", "C", "O", "H", "C", "O", "H", "C", "O", "C", "Co", "C", "C", "N", "C", "C", "C", "C", "H", "H", "Co", "H", "H", "H", "C", "O"],
  "xyz": [[5.30151, 1.68190, 2.17020], [2.43574, 1.90947, 5.42051], [1.95707, -1.37535, 0.61134], [3.79444, 0.17171, 0.93731], [-0.85010, -0.37717, 0.19845], [4.32752, 1.42800, 2.59794], [0.63063, -1.46170, 3.69583], [-2.11513, 2.71528, -1.68853], [-2.59176, 1.26873, -3.90995], [-2.21440, 3.84078, -1.44236], [2.22925, 0.16179, 2.45776], [-0.43994, -1.78221, -4.49471], [-2.86336, -0.37317, -1.49878], [-3.73678, -2.45682, -2.95029], [0.93842, 0.98810, -2.69584], [0.89138, -2.75209, 2.47054], [-1.44784, -1.44043, -4.03070], [-2.76603, 1.93811, -4.84671], [0.92941, 0.37866, 4.20244], [1.41256, -0.84710, 1.79529], [-4.77833, -0.90419, -5.76522], [3.46596, 0.58072, 1.89740], [-1.93345, 0.99862, -2.18762], [3.95520, 1.92532, 3.85605], [1.87176, 0.69207, 3.73818], [2.34520, -1.80309, -0.41597], [2.72753, 1.54899, 4.42431], [-0.20261, 0.98293, -2.50176], [0.54140, -1.72291, 2.63726], [-1.68806, -0.13310, -0.82584], [0.07091, 0.20050, 0.25131], [-1.15866, -1.08390, 0.96100], [-3.03283, -0.91585, -3.42428], [4.62264, 2.59242, 4.40298], [-0.52713, -1.71251, 2.39581], [-3.80043, -0.49000, -0.93641], [-4.09446, -0.89936, -4.83200], [-4.20722, -3.47315, -2.67492]],
  "forces_ev_per_a": [[-0.290, -0.006, 0.099], [0.167, -0.058, -0.420], [0.016, -0.639, -1.201], [-0.244, 0.116, 0.314], [-1.353, 0.786, -1.497], [-0.799, -0.321, -0.083], [0.097, -0.279, -0.106], [-1.016, 0.149, 0.311], [0.120, 0.722, 0.791], [0.369, -0.829, -0.189], [-0.849, -1.051, -0.458], [-1.714, 0.487, 0.712], [-2.276, -1.547, 1.457], [-0.244, 0.285, 0.999], [-1.677, -0.010, 0.398], [-0.289, -0.089, 0.380], [2.591, -0.629, -0.855], [-0.077, -0.679, 0.051], [0.398, 0.287, -0.215], [2.011, 0.896, 1.047], [0.402, -0.289, 0.350], [0.826, 0.586, 0.309], [0.485, 3.850, -4.274], [0.157, 0.222, 0.394], [0.244, 0.091, 0.087], [-0.306, 0.510, 1.427], [0.018, -0.195, -0.407], [2.362, 0.000, -0.646], [-0.032, -0.494, -0.185], [1.269, -2.132, 2.683], [-0.549, -0.202, 0.421], [0.418, -0.026, -0.443], [-0.118, -1.166, -0.403], [-0.101, -0.126, -0.100], [0.101, 0.003, 0.192], [0.187, 0.311, -0.266], [-0.625, 1.112, -0.336], [0.318, 0.356, -0.337]]
}